Computed, not measured: a 7-piece molecular cluster, C36H82N4O7 overall at a distorted geometry, with wB97M-V/def2-TZVPD.

Output
SMILES   CC1(C)CCCC(C)(C)N1O.CC1(C)CCCC(C)(C)N1O.CC1(C)CCCC(C)(C)N1O.CC1(C)CCCC(C)(C)N1O.O.O.O
Highest occupied orbital energy   -7.774 eV
Energy relative to the best compared isomer or geometry (same formula, charge and spin)   5.256 eV
Orbital gap   8.06 eV

ORCA input file:
```
! wB97M-V def2-TZVPD RIJCOSX def2/J DEFGRID3
* xyz 0 1
C 4.5264 -3.5409 9.1710
C 4.0413 -2.1828 9.7076
C 5.2718 -1.4130 10.2155
C 3.5026 -1.3081 8.5009
C 2.0494 -1.5427 8.0567
C 1.0796 -1.5436 9.2221
C 1.5498 -2.4717 10.3665
C 0.6790 -2.1722 11.6599
C 1.2364 -3.8966 9.9641
N 3.0179 -2.2655 10.7390
O 3.3679 -2.8833 11.8583
H 3.8355 -3.8616 8.3914
H 5.5591 -3.6304 8.8341
H 4.5335 -4.3135 9.9399
H 4.9135 -0.4359 10.5396
H 5.7204 -2.1168 10.9166
H 6.1198 -1.1975 9.5656
H 3.4512 -0.2763 8.8484
H 4.0968 -1.3433 7.5878
H 1.8309 -0.6988 7.4022
H 1.8976 -2.4484 7.4695
H 0.0976 -1.9235 8.9402
H 0.9816 -0.5516 9.6630
H -0.3995 -2.1682 11.5022
H 1.0416 -1.2393 12.0916
H 0.9029 -2.8835 12.4550
H 0.3533 -4.3400 10.4243
H 2.0993 -4.5406 10.1335
H 1.0974 -3.9586 8.8848
H 2.9039 -2.3131 12.4757
C -6.1942 -1.9349 -0.5232
C -6.6681 -0.7647 -1.3739
C -6.1800 0.5396 -0.7688
C -6.0021 -0.9471 -2.7287
C -6.4645 -0.0986 -3.8178
C -7.9954 -0.2948 -4.0681
C -8.8153 -0.1264 -2.7410
C -9.1914 1.3255 -2.4813
C -10.1664 -0.8849 -2.9506
N -8.1166 -0.7993 -1.5836
O -8.9044 -0.9006 -0.4663
H -6.8869 -2.7705 -0.6238
H -5.1344 -2.1706 -0.6209
H -6.3178 -1.6432 0.5198
H -5.0998 0.6034 -0.8998
H -6.6908 1.4010 -1.1990
H -6.3970 0.3645 0.2849
H -4.9348 -0.7358 -2.6620
H -6.1462 -1.9852 -3.0280
H -6.3976 0.9372 -3.4852
H -5.8322 -0.0774 -4.7054
H -8.1873 -1.2869 -4.4768
H -8.3456 0.5011 -4.7253
H -9.5817 1.5389 -1.4862
H -10.0706 1.6201 -3.0541
H -8.2836 1.8925 -2.6872
H -10.4659 -0.6350 -3.9684
H -10.8915 -0.5595 -2.2047
H -10.0896 -1.9722 -2.9505
H -8.8479 0.0252 -0.2187
C 7.1327 -4.7814 0.7113
C 6.2871 -4.5932 -0.4946
C 7.1539 -4.2004 -1.7058
C 5.6859 -5.9583 -0.8893
C 4.6110 -5.8878 -1.9102
C 3.4879 -4.9566 -1.4620
C 3.9556 -3.5370 -0.9918
C 4.1072 -2.6101 -2.2419
C 2.8780 -2.8596 -0.2148
N 5.1240 -3.7215 -0.1030
O 5.5861 -2.4983 0.3888
H 6.7981 -5.5196 1.4403
H 8.1079 -5.1981 0.4592
H 7.3791 -3.8957 1.2968
H 8.1058 -4.7069 -1.8653
H 6.5955 -4.1235 -2.6387
H 7.4772 -3.1877 -1.4648
H 6.2754 -6.7963 -1.2613
H 5.4214 -6.5078 0.0141
H 5.0032 -5.4948 -2.8482
H 4.2792 -6.9057 -2.1146
H 2.9631 -5.5579 -0.7196
H 2.8080 -4.7175 -2.2797
H 4.8455 -3.0740 -2.8960
H 4.5603 -1.6615 -1.9538
H 3.1093 -2.3980 -2.6258
H 1.9470 -2.7001 -0.7588
H 3.2731 -1.8637 -0.0143
H 2.6305 -3.3037 0.7494
H 5.3982 -2.7341 1.3002
C 0.1188 6.8266 -9.0879
C -0.6394 6.4297 -7.7892
C -1.6368 7.5651 -7.3211
C -1.5212 5.1764 -8.0424
C -0.7243 3.8359 -8.1353
C 0.1883 3.6774 -6.9138
C 1.0859 4.8384 -6.5905
C 1.4910 4.7126 -5.1025
C 2.3862 4.9579 -7.4758
N 0.2578 6.0922 -6.5421
O 0.9081 7.2035 -6.1198
H 0.7600 6.0227 -9.4494
H -0.5932 7.1497 -9.8474
H 0.7122 7.6942 -8.7992
H -2.3991 7.6803 -8.0916
H -1.9966 7.2258 -6.3498
H -1.1006 8.5073 -7.2080
H -2.3277 4.9643 -7.3405
H -1.9968 5.3641 -9.0051
H -1.3424 2.9558 -8.3127
H -0.0657 3.8509 -9.0037
H 0.7973 2.8350 -7.2416
H -0.3855 3.2455 -6.0938
H 2.0559 5.5017 -4.6061
H 2.1079 3.8438 -4.8730
H 0.6132 4.4828 -4.4986
H 3.2829 4.3979 -7.2104
H 2.5482 6.0204 -7.6569
H 2.2367 4.4164 -8.4099
H 1.7274 7.1660 -6.6187
O -0.2287 3.3228 1.6109
H -0.2324 4.1107 1.0675
H 0.6898 3.0550 1.6392
O -0.8118 7.5168 -0.2985
H -1.7289 7.4519 -0.0323
H -0.8275 7.3882 -1.2469
O -2.9393 2.2348 4.8660
H -3.2312 3.0861 5.1920
H -2.2839 2.4445 4.2006
*
```

Results of the Löwdin charge analysis, in e, for atoms 1 through 8: -0.04 -0.50 -0.05 -0.12 -0.19 -0.15 -0.45 -0.04